--- one ---
Below is a 6-piece molecular cluster, C12H36O12 overall, with properties calculated with ωB97M-V/def2-TZVPD.

XYZ file:
```
60
Properties=species:S:1:pos:R:3
O -3.95743 -1.02656 1.54833
C -3.55821 -2.38064 1.62835
C -4.45410 -3.20322 2.51958
O -4.38400 -2.73871 3.85297
H -3.97802 -0.69348 2.45452
H -3.54022 -2.79756 0.61804
H -2.52096 -2.44954 1.99892
H -4.16563 -4.26109 2.42597
H -5.49665 -3.13174 2.20864
H -3.63534 -3.14515 4.29685
O -1.02704 -0.66210 -2.10668
C -0.81103 -0.40769 -0.73721
C 0.28252 -1.28135 -0.14891
O 1.55609 -0.94992 -0.65650
H -0.24171 -0.32897 -2.56025
H -0.48931 0.63882 -0.58767
H -1.73942 -0.55593 -0.18473
H 0.13635 -2.33229 -0.41482
H 0.26910 -1.23210 0.94792
H 1.78865 -0.02694 -0.47005
O 2.66402 1.54505 0.21084
C 2.09861 2.81833 0.54523
C 2.34517 3.25758 1.96840
O 1.78366 2.40772 2.94039
H 3.62061 1.61863 0.28608
H 2.48232 3.58716 -0.13982
H 1.02555 2.75142 0.34276
H 1.97125 4.29035 2.06324
H 3.41719 3.32604 2.16988
H 0.82656 2.49601 2.87263
O 1.76791 -2.15208 -3.23428
C 1.95587 -1.07466 -4.10014
C 2.49600 -1.56816 -5.40912
O 3.82822 -2.02401 -5.21164
H 1.76041 -1.80614 -2.32987
H 1.00130 -0.56881 -4.32052
H 2.62962 -0.31882 -3.68210
H 2.48445 -0.74687 -6.14189
H 1.84718 -2.36504 -5.78953
H 4.11084 -2.47993 -6.00869
O 0.95098 1.78660 -2.70855
C 0.05382 2.88360 -2.77144
C -1.32981 2.36350 -2.97999
O -2.13097 3.50232 -3.30179
H 1.84050 2.14286 -2.63432
H 0.10795 3.51017 -1.86802
H 0.30554 3.55691 -3.60314
H -1.70366 1.88354 -2.07539
H -1.30060 1.64194 -3.80286
H -3.05410 3.23724 -3.27200
O -1.61983 -0.28868 4.80763
C -0.44429 -0.13960 4.03379
C 0.54153 -1.23967 4.30957
O 0.97674 -1.22282 5.66668
H -1.34802 -0.55803 5.69341
H -0.74483 -0.19141 2.98253
H -0.01507 0.86087 4.18047
H 1.39027 -1.20752 3.61965
H 0.01734 -2.18981 4.19455
H 1.35612 -0.35961 5.86408
```

Summary:
Lowest unoccupied orbital energy, eV: 0.187
SMILES: OCCO.OCCO.OCCO.OCCO.OCCO.OCCO
Multiplicity: 1

--- two ---
Below is C12H36O12 as an isolated structure, with properties calculated with ωB97M-V/def2-TZVPD.

XYZ file:
```
60
Properties=species:S:1:pos:R:3
C -26.83008 14.10822 -1.82187
C -25.71548 13.73221 -0.78085
O -25.21532 14.81256 -0.04785
O -27.38843 12.93526 -2.29012
H -26.41739 14.72465 -2.62050
H -27.60052 14.74293 -1.38410
H -24.95279 13.10843 -1.24703
H -26.11269 13.07361 -0.00848
H -24.64406 15.25047 -0.68306
H -28.10226 13.26394 -2.84151
C -22.37118 14.46571 -4.15080
C -20.95222 14.04791 -3.78954
O -20.14799 15.17856 -3.98285
O -22.52083 14.51117 -5.52144
H -22.62544 15.45173 -3.76193
H -23.13153 13.78748 -3.76355
H -20.56599 13.23787 -4.40823
H -20.83852 13.73324 -2.75217
H -20.42465 15.63811 -4.77900
H -22.62208 13.60221 -5.81325
C -20.63855 10.58656 -3.50455
C -22.02951 11.19741 -3.17577
O -22.95403 10.75890 -4.20480
O -20.11352 11.06400 -4.77590
H -20.61446 9.49692 -3.49041
H -19.90811 10.79284 -2.72223
H -22.18198 12.27664 -3.18665
H -22.39369 10.82716 -2.21744
H -23.02037 9.80475 -4.28734
H -20.70167 10.75006 -5.46664
C -22.89881 13.57727 -1.24402
C -21.39241 13.89733 -0.89753
O -21.12315 13.99549 0.49234
O -23.04912 12.16754 -1.06041
H -23.05154 13.93771 -2.26130
H -23.58799 14.02552 -0.52833
H -21.19243 14.82996 -1.42508
H -20.74760 13.18845 -1.41698
H -21.35996 13.20145 0.97714
H -22.81910 12.05752 -0.13490
C -22.73177 11.09931 1.28143
C -23.83166 12.12591 1.62325
O -25.13605 11.57034 1.54588
O -21.48398 11.91070 1.11857
H -22.93949 10.62448 0.32254
H -22.58449 10.31846 2.02756
H -23.73461 12.96353 0.93255
H -23.74588 12.53658 2.62928
H -25.84373 12.18123 1.76406
H -20.82237 11.31940 0.75218
C -17.66727 13.47933 1.01508
C -18.90276 12.82575 0.45274
O -19.06802 11.44296 0.63329
O -17.45219 13.39011 2.38234
H -17.49499 14.50875 0.70091
H -16.83489 12.94669 0.55512
H -18.81844 13.08159 -0.60345
H -19.65737 13.49481 0.86628
H -19.28191 11.18817 1.53381
H -16.93475 12.61999 2.62888
```

Summary:
Lowest unoccupied orbital energy, eV: 0.312
Multiplicity: 1

Most stable = one